[1]
A cluster of 10 separate species, C32H92N8O10 in total at a distorted geometry, computed with ωB97M-V/def2-TZVPD.

Computed properties:
Frontier orbital gap (eV): 8.70
Electronic energy (hartree): -2464.5748
SMILES string: COC[C@H](C)N.COC[C@H](C)N.COC[C@H](C)N.COC[C@H](C)N.COC[C@H](C)N.COC[C@H](C)N.COC[C@H](C)N.COC[C@H](C)N.O.O
Energy relative to the best compared isomer or geometry (same formula, charge and spin) (kcal per mole): 103.9

Structure (ORCA input):
```
! RIJCOSX wB97M-V def2-TZVPD def2/J DEFGRID3
* xyz 0 1
C 4.148 -2.626 1.753
C 4.709 -3.130 0.386
C 5.394 -4.417 0.411
O 6.643 -4.337 1.171
C 7.605 -5.382 0.871
N 3.589 -3.112 -0.470
H 3.212 -3.043 2.126
H 3.905 -1.563 1.756
H 4.815 -2.838 2.589
H 5.348 -2.365 -0.055
H 5.716 -4.739 -0.579
H 4.796 -5.220 0.844
H 8.474 -5.188 1.499
H 8.001 -5.202 -0.128
H 7.369 -6.440 0.989
H 3.008 -3.890 -0.191
H 3.079 -2.256 -0.304
C 1.045 0.521 1.727
C 1.136 -0.734 0.842
C -0.217 -1.128 0.195
O -0.813 -0.073 -0.657
C -1.996 -0.443 -1.318
N 2.034 -0.526 -0.285
H 1.944 0.868 2.237
H 0.381 0.445 2.588
H 0.602 1.331 1.147
H 1.392 -1.612 1.436
H -0.929 -1.364 0.986
H -0.050 -2.059 -0.346
H -2.787 -0.709 -0.616
H -1.796 -1.313 -1.944
H -2.349 0.415 -1.890
H 2.638 0.241 -0.022
H 1.593 -0.021 -1.041
C -8.016 0.481 -6.266
C -7.119 -0.769 -5.966
C -6.613 -0.748 -4.589
O -5.774 0.375 -4.405
C -4.976 0.238 -3.217
N -7.807 -1.991 -6.278
H -7.507 1.390 -5.944
H -8.907 0.483 -5.638
H -8.406 0.509 -7.283
H -6.293 -0.824 -6.676
H -5.977 -1.628 -4.494
H -7.450 -0.663 -3.896
H -4.301 -0.616 -3.265
H -5.540 0.212 -2.284
H -4.338 1.118 -3.295
H -7.140 -2.745 -6.207
H -8.141 -2.086 -7.226
C -3.212 -0.704 -6.966
C -2.238 0.326 -6.328
C -0.927 -0.319 -5.994
O -1.104 -1.301 -4.935
C 0.169 -1.937 -4.631
N -2.125 1.483 -7.216
H -2.607 -1.258 -7.683
H -4.145 -0.417 -7.450
H -3.341 -1.427 -6.160
H -2.768 0.585 -5.412
H -0.257 0.415 -5.547
H -0.360 -0.627 -6.873
H 0.492 -2.489 -5.514
H -0.049 -2.600 -3.793
H 0.960 -1.250 -4.331
H -3.014 1.948 -7.336
H -1.645 2.217 -6.715
C -4.057 2.004 0.915
C -4.918 1.023 1.724
C -6.195 0.583 1.001
O -7.119 1.612 0.664
C -7.655 2.411 1.714
N -4.104 -0.097 2.130
H -3.044 2.184 1.275
H -4.631 2.931 0.923
H -3.990 1.749 -0.142
H -5.216 1.506 2.655
H -6.657 -0.245 1.538
H -5.778 0.181 0.077
H -8.266 1.879 2.444
H -8.260 3.179 1.232
H -6.888 2.871 2.338
H -4.704 -0.760 2.600
H -3.725 -0.660 1.382
C 4.351 2.806 1.786
C 4.720 2.177 0.429
C 5.677 0.945 0.444
O 6.932 1.223 1.087
C 7.788 0.094 1.189
N 3.395 1.962 -0.213
H 5.270 3.271 2.142
H 4.071 2.072 2.542
H 3.577 3.572 1.728
H 5.301 2.945 -0.083
H 5.686 0.513 -0.557
H 5.307 0.100 1.025
H 7.231 -0.839 1.262
H 8.448 0.117 2.056
H 8.419 -0.014 0.306
H 3.637 2.051 -1.190
H 2.853 2.802 -0.069
C 3.663 -2.941 8.497
C 2.700 -1.854 8.013
C 2.024 -2.252 6.680
O 1.178 -1.211 6.156
C 1.796 0.002 5.914
N 1.851 -1.843 9.129
H 4.141 -2.788 9.465
H 4.432 -3.089 7.739
H 3.117 -3.864 8.693
H 3.199 -0.887 7.949
H 1.486 -3.194 6.793
H 2.801 -2.470 5.947
H 1.072 0.637 5.404
H 2.669 -0.103 5.270
H 2.098 0.577 6.789
H 2.272 -1.934 10.042
H 1.249 -1.036 9.201
C -0.754 4.095 -0.427
C 0.553 4.904 -0.326
C 1.197 4.747 1.017
O 0.288 5.273 1.990
C 0.406 4.634 3.235
N 1.479 4.357 -1.266
H -1.299 4.251 -1.358
H -1.464 4.322 0.369
H -0.506 3.040 -0.317
H 0.523 5.984 -0.471
H 2.092 5.369 1.020
H 1.508 3.716 1.186
H 1.453 4.592 3.534
H 0.031 3.610 3.235
H -0.142 5.162 4.015
H 1.341 4.814 -2.156
H 2.397 4.616 -0.932
O 0.932 1.328 -2.142
H 0.227 0.805 -1.759
H 1.036 2.067 -1.542
O -0.379 -4.930 0.051
H 0.035 -5.178 0.877
H -1.318 -4.945 0.238
*
```

---

[2]
The ion C4H12N2O with charge -1 at a distorted geometry, computed with ωB97M-V/def2-TZVPD.

Computed properties:
Frontier orbital gap (alpha / beta) (eV): 3.00 / 8.72
Electronic energy (hartree): -344.1995
Energy relative to the best compared isomer or geometry (same formula, charge and spin) (kcal per mole): 72.7

Structure (ORCA input):
```
! RIJCOSX wB97M-V def2-TZVPD def2/J DEFGRID3
* xyz -1 2
N 1.814 -1.562 -0.289
C 1.592 -0.458 -1.312
C 0.048 -0.061 -1.703
N -0.702 -0.094 -0.449
C -1.532 0.833 0.158
C -1.182 1.096 1.648
O -0.069 0.314 1.916
H 0.283 0.322 0.996
H 1.177 -2.405 -0.568
H 1.570 -1.183 0.675
H 2.018 -0.666 -2.365
H 2.218 0.466 -0.959
H 0.269 0.944 -2.172
H -0.498 -0.834 -2.331
H -0.977 -1.075 -0.174
H -1.435 1.889 -0.247
H -2.481 0.423 0.155
H -2.124 0.696 2.207
H -0.808 2.035 1.882
*
```

---

[3]
A structure of composition C51H53N4O6Sc at a distorted geometry, computed with ωB97M-V/def2-TZVPD.

Computed properties:
Frontier orbital gap (eV): 7.76
Electronic energy (hartree): -3406.4425
Energy relative to the best compared isomer or geometry (same formula, charge and spin) (kcal per mole): 80.1

Structure (ORCA input):
```
! RIJCOSX wB97M-V def2-TZVPD def2/J DEFGRID3
* xyz 0 1
Sc -0.252 -0.081 -0.189
N -0.044 -1.950 1.665
C -0.314 -1.167 2.869
C -0.565 -1.947 4.151
C 0.716 -2.160 4.939
C 0.924 -0.950 5.834
N 0.811 0.290 5.050
C 1.669 0.614 4.079
N 2.806 -0.065 3.947
N 1.416 1.645 3.264
C -1.461 -0.175 2.590
O -2.080 0.301 3.536
O -1.608 0.119 1.356
H -0.806 -2.599 1.495
H 0.809 -2.492 1.741
H 0.555 -0.511 2.969
H -1.043 -2.901 3.915
H -1.287 -1.387 4.749
H 1.561 -2.323 4.263
H 0.665 -3.047 5.575
H 1.870 -0.980 6.381
H 0.137 -0.910 6.584
H -0.117 0.687 4.972
H 2.980 -0.876 4.511
H 3.425 0.113 3.167
H 0.493 2.055 3.266
H 1.839 1.628 2.339
C 2.066 -0.779 -6.351
C 2.115 -1.081 -4.870
C 3.288 -1.961 -4.479
O 0.918 -1.720 -4.456
C 0.202 -0.855 -3.576
C 1.318 0.044 -3.033
O 2.164 0.153 -4.172
C 0.873 1.432 -2.489
O -0.148 1.191 -1.567
C 2.048 2.147 -1.779
C 3.307 1.899 -2.144
C 4.576 2.426 -1.647
C 4.850 3.146 -0.565
C 3.942 3.749 0.450
C 1.582 3.063 -0.702
C 0.340 2.296 -3.646
C -1.033 2.472 -3.784
C -1.553 3.207 -4.843
C -0.703 3.777 -5.779
C 0.670 3.617 -5.640
C 1.188 2.886 -4.581
C -0.615 -1.675 -2.524
O -0.001 -1.631 -1.273
C -0.810 -3.138 -2.962
C -1.291 -3.474 -4.225
C -1.543 -4.794 -4.557
C -1.319 -5.806 -3.631
C -0.830 -5.480 -2.376
C -0.578 -4.153 -2.047
C -2.060 -1.110 -2.419
C -2.727 -1.246 -1.205
C -4.023 -0.781 -1.026
C -4.698 -0.195 -2.083
C -4.067 -0.103 -3.317
C -2.768 -0.556 -3.485
H 1.960 -1.707 -6.914
H 2.979 -0.269 -6.661
H 1.214 -0.130 -6.557
H 3.227 -2.918 -5.000
H 3.255 -2.152 -3.405
H 4.226 -1.467 -4.733
H -0.463 -0.225 -4.166
H 1.836 -0.477 -2.222
H 3.442 1.197 -2.958
H 5.434 2.122 -2.238
H 5.896 3.384 -0.386
H 4.246 3.417 1.450
H 0.708 3.632 -1.010
H -1.687 2.032 -3.044
H -2.626 3.332 -4.935
H -1.104 4.351 -6.605
H 1.343 4.066 -6.361
H 2.259 2.774 -4.481
H -1.461 -2.700 -4.964
H -1.914 -5.036 -5.546
H -1.525 -6.838 -3.888
H -0.644 -6.261 -1.649
H -0.184 -3.887 -1.075
H -2.241 -1.783 -0.400
H -4.499 -0.883 -0.060
H -5.705 0.178 -1.952
H -4.590 0.332 -4.161
H -2.319 -0.465 -4.465
C 6.941 0.288 0.894
C 6.221 1.047 1.801
C 4.830 1.026 1.777
C 4.129 0.266 0.845
C 4.873 -0.524 -0.037
C 6.256 -0.507 -0.022
C 2.646 0.159 0.807
C 1.588 0.971 0.784
C 1.438 2.467 0.707
C 0.223 2.870 1.458
C -0.164 4.125 1.722
C 0.690 5.238 1.376
C 1.886 5.024 0.820
C 2.417 3.713 0.355
H 8.023 0.311 0.898
H 6.737 1.671 2.522
H 4.294 1.659 2.483
H 4.342 -1.141 -0.754
H 6.809 -1.120 -0.724
H 2.382 -0.906 0.736
H -0.394 2.059 1.822
H -1.094 4.303 2.249
H 0.395 6.244 1.647
H 2.549 5.872 0.687
H 4.206 4.811 0.447
*
```

---

Q: energy relative to the best compared isomer or geometry (same formula, charge and spin) of number 3 (C51H53N4O6Sc)?
A: 80.1 kcal per mole

---

Please write out number 2 again, unchanged.
The ion C4H12N2O with charge -1 at a distorted geometry, computed with ωB97M-V/def2-TZVPD.

Computed properties:
Frontier orbital gap (alpha / beta) (eV): 3.00 / 8.72
Electronic energy (hartree): -344.1995
Energy relative to the best compared isomer or geometry (same formula, charge and spin) (kcal per mole): 72.7

Structure (ORCA input):
```
! RIJCOSX wB97M-V def2-TZVPD def2/J DEFGRID3
* xyz -1 2
N 1.814 -1.562 -0.289
C 1.592 -0.458 -1.312
C 0.048 -0.061 -1.703
N -0.702 -0.094 -0.449
C -1.532 0.833 0.158
C -1.182 1.096 1.648
O -0.069 0.314 1.916
H 0.283 0.322 0.996
H 1.177 -2.405 -0.568
H 1.570 -1.183 0.675
H 2.018 -0.666 -2.365
H 2.218 0.466 -0.959
H 0.269 0.944 -2.172
H -0.498 -0.834 -2.331
H -0.977 -1.075 -0.174
H -1.435 1.889 -0.247
H -2.481 0.423 0.155
H -2.124 0.696 2.207
H -0.808 2.035 1.882
*
```

---

Q: energy relative to the best compared isomer or geometry (same formula, charge and spin) of number 3 (C51H53N4O6Sc)?
A: 80.1 kcal per mole

---

Q: Among the records above, which one has the lowest energy relative to the best compared isomer or geometry (same formula, charge and spin)?
A: C4H12N2O